(1)
Density functional theory data (ωB97M-V with the def2-TZVPD basis set) for C5H15PSi in the gas phase in a non-equilibrium geometry.

Atoms and positions in Å:
C1 -3.391 -1.294 0.343
C2 1.847 -0.798 0.916
C3 0.996 0.742 -1.880
C4 1.378 2.169 0.918
C5 -1.868 -1.113 0.299
Si1 0.897 0.655 0.057
P1 -1.371 0.566 0.115
H1 -3.840 -0.350 0.387
H2 -3.656 -1.973 1.202
H3 -3.817 -1.700 -0.583
H4 2.706 -0.785 0.278
H5 2.192 -0.709 1.980
H6 1.352 -1.862 0.943
H7 1.849 0.575 -2.432
H8 0.045 0.381 -2.289
H9 0.856 1.805 -1.903
H10 2.362 2.564 0.573
H11 0.657 3.095 0.935
H12 1.589 2.061 1.959
H13 -1.216 -1.408 1.066
H14 -1.679 1.102 -1.205
H15 -2.419 1.680 0.788

Computed properties:
2S+1: 3
LUMO level (spin up / spin down): 0.8 / -1.0 eV
<S²>: 2.01
relative energy (zero: lowest compared OMol25 entry of this formula, charge and spin): 0.00 kcal per mole
HOMO (spin up / spin down): -4.01 / -10.03 eV

(2)
Density functional theory data (ωB97M-V with the def2-TZVPD basis set) for a molecular structure, C5H16AlNO2P.

Atoms and positions in Å:
C1 3.464 0.006 0.125
C2 2.697 -1.223 0.595
C3 1.754 -1.762 -0.470
O1 0.877 -0.822 -0.999
Al1 -0.357 0.051 -0.069
C4 -2.226 -0.340 -0.629
C5 -3.215 0.570 0.131
N1 -4.080 -0.098 1.111
P1 0.052 2.393 -0.560
O2 -0.274 3.404 0.506
H1 2.809 0.870 0.045
H2 3.901 -0.168 -0.861
H3 4.269 0.261 0.817
H4 2.143 -0.976 1.503
H5 3.397 -2.025 0.852
H6 1.204 -2.619 -0.050
H7 2.377 -2.164 -1.283
H8 -0.233 -0.110 1.530
H9 -2.373 -0.247 -1.710
H10 -2.473 -1.382 -0.391
H11 -2.699 1.359 0.687
H12 -3.864 1.094 -0.575
H13 -3.500 -0.469 1.852
H14 -4.519 -0.895 0.670
H15 1.397 2.531 -1.014
H16 -0.527 2.761 -1.813

Computed properties:
2S+1: 1
charge: -1
LUMO level: 3.5 eV
HOMO: -4.48 eV

(3)
Density functional theory data (ωB97M-V with the def2-TZVPD basis set) for 2 unconnected molecules or ions with the total composition C5H16BO3P in a non-equilibrium geometry.

Atoms and positions in Å:
C1 1.746 1.984 -1.385
B1 0.331 2.741 -1.374
O1 0.370 4.178 -1.296
P1 -1.340 1.751 -1.512
H1 2.297 2.033 -0.436
H2 2.370 2.481 -2.157
H3 1.617 0.948 -1.744
H4 0.475 4.456 -2.205
H5 -0.616 0.516 -1.662
H6 -1.793 2.177 -0.195
H7 -1.624 2.498 -2.737
H8 -2.571 1.014 -1.748
C2 1.402 -1.634 2.187
C3 0.044 -0.966 2.128
O2 -0.377 -0.759 0.777
C4 -1.037 -1.676 0.051
C5 -1.086 -3.100 0.536
O3 -1.513 -1.355 -1.003
H9 1.378 -2.630 1.743
H10 1.739 -1.726 3.220
H11 2.135 -1.051 1.629
H12 -0.714 -1.510 2.694
H13 0.108 0.027 2.572
H14 -0.228 -3.642 0.140
H15 -1.998 -3.558 0.158
H16 -1.114 -3.195 1.620

Computed properties:
2S+1: 1
LUMO level: 0.6 eV
SMILES string: CB(O)[PH4].CCOC(C)=O
relative energy (zero: lowest compared OMol25 entry of this formula, charge and spin): 0.00 kcal per mole
HOMO: -6.83 eV

(4)
Density functional theory data (ωB97M-V with the def2-TZVPD basis set) for a molecular structure, C5H16CaN3S in a non-equilibrium geometry.

Atoms and positions in Å:
C1 -1.448 -0.966 -3.404
Ca1 1.531 -0.488 -1.885
N1 1.725 0.964 -3.793
H1 -1.917 0.453 -1.737
H2 -2.350 -0.005 -2.210
H3 -2.315 -1.639 -3.304
H4 -0.498 -1.512 -3.653
H5 -1.597 -0.065 -4.013
H6 2.713 0.908 -4.071
H7 1.552 1.934 -3.496
H8 1.168 0.799 -4.640
S1 0.901 1.546 -0.393
C2 0.436 0.616 1.040
N2 -0.841 0.499 1.424
C3 -1.259 -0.269 2.609
C4 -0.184 -0.233 3.673
C5 1.181 -0.554 3.117
N3 1.375 -0.042 1.757
H9 -1.515 0.873 0.758
H10 -1.489 -1.306 2.328
H11 -2.167 0.201 2.963
H12 -0.438 -0.906 4.489
H13 -0.166 0.768 4.107
H14 1.314 -1.638 3.131
H15 1.956 -0.118 3.739
H16 2.331 0.183 1.465

Computed properties:
2S+1: 1
charge: -1
LUMO level: 2.5 eV
relative energy (zero: lowest compared OMol25 entry of this formula, charge and spin): 42.40 kcal per mole
HOMO: -0.33 eV

Number 1: E_tot -22588.7807 eV. Number 2: E_tot -26918.3476 eV. Number 3: E_tot -21549.1619 eV. Number 4: E_tot -39184.3496 eV.